Computed, not measured: a structure of composition C24H26F5N9O2S2Ti, with ωB97M-V/def2-TZVPD.

## Properties
frontier orbital gap = 6.46 eV
LUMO level = -6.752 eV
largest force on an atom = 2.12 eV/A

```
! wB97M-V def2-TZVPD RIJCOSX def2/J DEFGRID3
* xyz 2 1
F -4.65 -1.79 -1.18
N 1.64 0.03 1.04
H 3.21 -3.73 3.44
H 0.80 -2.58 4.74
C 2.89 -3.51 -0.40
N 0.45 0.04 4.59
H -0.70 -3.30 5.35
H -0.27 3.74 -0.14
H -0.60 1.14 2.65
H 1.42 -0.91 6.21
C -2.32 -2.00 3.61
N -0.73 0.12 2.56
C 2.97 3.28 0.65
H -0.36 -0.98 6.23
H 1.63 1.07 3.20
C -3.60 -3.86 -1.72
S -0.30 -2.75 1.22
O 0.65 -1.09 -0.79
H -0.18 -3.59 3.68
C 2.77 -2.47 1.78
C -1.54 -3.20 0.10
F -2.47 -5.86 -2.22
H -2.34 -2.65 2.73
H 3.94 3.73 0.76
H -2.80 -2.54 4.42
H -2.86 -1.08 3.41
N -0.97 -1.69 4.02
C 0.65 3.27 0.18
F -4.54 -4.15 -2.61
C -2.52 -4.73 -1.53
H 2.80 -3.44 -1.48
H 2.18 1.13 4.88
H -2.50 1.94 0.87
N -1.56 0.57 -0.49
N -2.65 1.21 -2.28
C -3.67 -2.68 -0.99
H 3.80 -5.99 3.19
C -2.67 -2.40 -0.08
C 0.50 -0.36 5.98
H -2.98 1.23 -3.24
C 1.30 1.16 4.24
C 2.66 -2.39 0.40
C 3.24 -4.70 0.19
N 2.93 1.98 0.90
H 0.80 2.12 4.39
S 2.06 -0.88 -0.28
H -3.85 2.73 -1.39
C -1.50 -4.40 -0.64
F -2.74 -1.26 0.70
C -0.22 -2.85 4.49
N 3.69 -5.96 2.19
H 3.41 -5.57 -0.43
H -1.21 -0.38 -2.36
C 1.76 1.38 0.80
C 3.12 -3.66 2.37
N 0.60 1.97 0.46
H 1.86 5.04 0.04
C 3.36 -4.81 1.59
H 0.47 0.54 6.60
O 2.90 -0.21 -1.20
F -0.45 -5.19 -0.50
C -1.74 0.36 -1.78
C -0.39 -0.52 3.70
C -3.10 1.99 -1.26
H 3.81 -6.82 1.67
C 1.84 3.99 0.27
H 2.58 -1.60 2.38
Ti -0.26 -0.38 0.74
C -2.42 1.59 -0.14
*
```

Per-atom Löwdin charges, elementary charge units: 0.137, -0.205, 0.118, 0.084, -0.038, -0.109, 0.108, 0.123, 0.089, 0.107, -0.047, 0.008, -0.053, 0.100, 0.061, -0.118, 0.898, -0.432, 0.059, -0.123, -0.443, 0.161, 0.050, 0.131, 0.109, 0.101, -0.173, -0.066, 0.166, -0.120, 0.134, 0.111, 0.124, -0.096, 0.126, -0.138, 0.118, -0.209, -0.015, 0.186, -0.009, -0.355, 0.011, 0.176, 0.114, 0.730, 0.136, -0.203, -0.001, -0.055, 0.159, 0.126, 0.153, -0.519, -0.013, 0.101, 0.119, -0.290, 0.110, -0.188, 0.113, -0.115, -0.388, -0.027, 0.122, 0.009, 0.103, 0.959, -0.105